No. 1
{
  "formula": "C40H40FeNOSi",
  "method": "ωB97M-V/def2-TZVPD",
  "symbols": ["C", "O", "C", "C", "C", "C", "C", "C", "C", "C", "C", "C", "Fe", "C", "C", "C", "C", "C", "C", "C", "H", "H", "H", "H", "H", "H", "H", "H", "H", "H", "H", "H", "H", "H", "H", "H", "H", "C", "C", "C", "C", "Si", "C", "C", "C", "C", "C", "C", "C", "C", "C", "C", "C", "C", "C", "C", "C", "C", "N", "C", "C", "H", "H", "H", "H", "H", "H", "H", "H", "H", "H", "H", "H", "H", "H", "H", "H", "H", "H", "H", "H", "H", "H", "H"],
  "positions_angstrom": [[-6.4433, -0.5162, 3.6126], [-5.8084, -1.8050, 3.7341], [-4.4575, -1.8356, 3.8917], [-3.8762, -3.0924, 4.1880], [-2.5439, -3.1742, 4.4803], [-1.6985, -2.0219, 4.4279], [-0.3530, -2.1688, 4.7902], [0.6395, -1.1394, 4.7421], [1.7124, -0.9433, 5.7314], [2.6211, 0.0641, 5.2214], [2.1571, 0.4674, 3.8942], [0.9498, -0.2667, 3.6014], [2.4508, -1.4787, 4.0115], [2.2361, -3.0598, 2.8460], [2.7023, -3.4385, 4.1663], [3.9330, -2.7151, 4.4366], [4.2270, -1.8826, 3.2792], [3.1753, -2.0989, 2.2947], [-2.2858, -0.7807, 4.0655], [-3.6363, -0.6875, 3.8009], [-7.4966, -0.7752, 3.5324], [-6.2644, 0.1132, 4.4976], [-6.1035, 0.0148, 2.7116], [-4.5326, -3.9569, 4.2230], [-2.0950, -4.1227, 4.7450], [-0.0617, -3.0942, 5.3038], [1.7449, -1.4507, 6.6899], [3.4987, 0.4672, 5.7283], [2.6041, 1.2227, 3.2523], [0.3039, -0.2413, 2.7203], [1.3724, -3.4750, 2.3288], [2.2596, -4.2028, 4.8025], [4.5561, -2.8310, 5.3189], [5.1053, -1.2607, 3.1419], [3.1381, -1.6749, 1.2954], [-1.6777, 0.1212, 4.0257], [-4.0871, 0.2755, 3.5653], [4.0194, -0.1039, -1.2348], [3.8916, -0.2942, -2.6152], [2.7099, 0.0615, -3.2801], [1.6593, 0.6466, -2.5592], [0.0657, 1.1390, -3.3781], [0.0968, 0.8652, -5.2150], [-0.8583, 0.0114, -5.7961], [-0.8348, -0.2419, -7.1723], [0.1342, 0.3596, -7.9844], [1.0747, 1.2246, -7.4158], [1.0610, 1.4743, -6.0366], [-1.3488, 0.2344, -2.5806], [-1.1099, -1.0371, -2.0376], [-2.1556, -1.7464, -1.4370], [-3.4352, -1.1846, -1.3579], [-3.6672, 0.0937, -1.8766], [-2.6274, 0.8073, -2.4861], [-0.1847, 2.9301, -2.8906], [0.7912, 3.9209, -3.5623], [0.9633, 5.0289, -2.5161], [0.4696, 4.4458, -1.1821], [-0.0242, 3.0980, -1.4619], [1.8271, 0.9022, -1.1915], [2.9788, 0.4909, -0.5126], [4.9332, -0.4042, -0.7154], [4.7130, -0.7294, -3.1856], [2.6041, -0.1174, -4.3523], [-1.6141, -0.4604, -5.1631], [-1.5773, -0.9130, -7.6093], [0.1495, 0.1630, -9.0602], [1.8305, 1.7092, -8.0374], [1.8115, 2.1424, -5.6006], [-0.1048, -1.4680, -2.0857], [-1.9630, -2.7418, -1.0311], [-4.2509, -1.7407, -0.8886], [-4.6580, 0.5487, -1.8163], [-2.8136, 1.8079, -2.8898], [-1.2112, 3.1829, -3.2195], [1.7530, 3.4253, -3.7532], [0.3961, 4.2635, -4.5211], [1.9907, 5.3769, -2.4472], [0.3160, 5.8671, -2.7894], [1.2622, 4.4347, -0.4159], [-0.3449, 5.0607, -0.7731], [-0.7981, 2.7924, -0.8776], [1.0637, 1.4670, -0.6511], [3.0500, 0.6514, 0.5654]],
  "mulliken_charge": [-0.785, -0.476, 0.873, -0.522, -0.874, 0.796, -1.375, 1.456, -0.570, -0.847, -0.889, -0.526, -0.590, -0.660, -0.575, -0.570, -0.738, 0.150, -0.902, -0.332, 0.246, 0.324, 0.277, 0.386, 0.319, 0.214, 0.508, 0.431, 0.563, 0.727, 0.425, 0.531, 0.427, 0.407, 0.408, 0.473, 0.288, -0.585, -0.605, -0.445, 0.601, -0.026, 0.438, -0.540, -0.638, -0.459, -0.771, -0.092, 0.242, -0.216, -0.744, -0.460, -0.700, -0.065, 0.299, -0.579, -0.577, -0.852, -0.221, -0.231, -0.798, 0.375, 0.361, 0.389, 0.315, 0.378, 0.349, 0.376, 0.316, 0.382, 0.401, 0.398, 0.392, 0.263, 0.236, 0.070, 0.356, 0.325, 0.282, 0.316, 0.299, 0.292, 0.534, 0.617],
  "max_force_ev_per_a": 3.0,
  "orbital_gap_ev": [2.549, 2.787],
  "mol_weight_g_mol": 634.70,
  "total_charge": -1,
  "lumo_ev": [2.157, 0.534],
  "relative_energy_kcal_mol": 9.4,
  "s2": 6.12,
  "spin_multiplicity": 5
}

No. 2
{
  "formula": "C2H6Cl2O",
  "method": "ωB97M-V/def2-TZVPD",
  "symbols": ["Cl", "Cl", "C", "C", "H", "H", "H", "H", "O", "H", "H"],
  "positions_angstrom": [[0.5298, -2.3405, 1.6141], [-1.1207, 0.0676, 1.6797], [1.3387, 0.0137, 0.5440], [0.1097, -0.8346, 0.7619], [2.0864, -0.5440, -0.0447], [1.7912, 0.2976, 1.5090], [1.0738, 0.9333, -0.0044], [-0.3714, -1.1385, -0.1900], [-1.4610, 0.9989, -2.0191], [-2.0665, 1.3850, -2.6918], [-1.9099, 1.1615, -1.1587]],
  "mulliken_charge": [-0.177, -0.184, -1.026, 0.186, 0.318, 0.323, 0.295, 0.267, -0.623, 0.300, 0.321],
  "smiles": "CC(Cl)Cl.O",
  "max_force_ev_per_a": 1.2,
  "orbital_gap_ev": 11.585,
  "mol_weight_g_mol": 116.97,
  "lumo_ev": 0.638,
  "relative_energy_kcal_mol": 0.0
}